Entry from the Open Molecules 2025 dataset: a 7-piece molecular cluster, C40H82IN2O11 overall (ωB97M-V with the def2-TZVPD basis set).

Bonds (Å) are listed after each position.
Positions of all 136 atoms, in Å:
1 C 5.046 0.272 4.905  C2 1.525, H31 1.090, H32 1.087, H33 1.088
2 C 6.234 0.352 3.952  C1 1.525, C3 1.507, H34 1.093, H35 1.088
3 C 6.142 -0.384 2.641  C2 1.507, O4 1.198, O5 1.375
4 O 7.085 -0.507 1.912  C3 1.198
5 O 4.944 -0.965 2.299  C3 1.375, C6 1.425
6 C 3.830 -0.103 2.077  O5 1.425, C7 1.533, H36 1.092, H37 1.089
7 C 3.289 -0.436 0.682  C6 1.533, C8 1.506, H38 1.083, H39 1.090
8 C 1.804 -0.215 0.562  C7 1.506, C9 1.402, C29 1.378
9 C 0.907 -1.293 0.535  C8 1.402, C10 1.504, C13 1.402
10 C 1.462 -2.691 0.567  C9 1.504, C11 1.513, H40 1.086, H41 1.090
11 C 2.101 -3.018 1.898  C10 1.513, O12 1.203, H42 1.100
12 O 1.830 -2.438 2.916  C11 1.203
13 C -0.473 -1.050 0.484  C9 1.402, C14 1.507, C18 1.387
14 C -1.467 -2.178 0.387  C13 1.507, I15 2.167, C16 1.541, H43 1.080
15 I -1.204 -3.059 -1.576  C14 2.167
16 C -1.427 -3.141 1.588  C14 1.541, C17 1.522, H44 1.092, H45 1.091
17 C -1.572 -4.632 1.315  C16 1.522, H46 1.091, H47 1.089, H48 1.090
18 C -0.931 0.258 0.481  C13 1.387, C19 1.502, N26 1.366
19 C -2.398 0.573 0.435  C18 1.502, C20 1.538, H49 1.086, H50 1.086
20 C -2.877 0.717 -1.019  C19 1.538, O21 1.419, H51 1.085, H52 1.091
21 O -3.995 1.586 -1.122  C20 1.419, C22 1.367
22 C -5.080 1.224 -0.373  O21 1.367, O23 1.203, C24 1.498
23 O -5.445 0.079 -0.317  C22 1.203
24 C -5.763 2.346 0.348  C22 1.498, C25 1.532, H53 1.090, H54 1.088
25 C -5.381 2.346 1.832  C24 1.532, H55 1.086, H56 1.090, H57 1.090
26 N -0.031 1.286 0.448  C18 1.366, C27 1.481, C29 1.366
27 C -0.516 2.683 0.354  N26 1.481, N28 1.459, H58 1.084, H59 1.079
28 N -0.519 3.175 -1.019  C27 1.459, H60 1.012, H61 1.011
29 C 1.317 1.072 0.489  C8 1.378, N26 1.366, C30 1.499
30 C 2.236 2.255 0.496  C29 1.499, H62 1.086, H63 1.092, H64 1.082
31 H 4.187 0.819 4.518  C1 1.090
32 H 5.297 0.740 5.854  C1 1.087
33 H 4.721 -0.752 5.075  C1 1.088
34 H 6.429 1.396 3.696  C2 1.093
35 H 7.140 0.003 4.443  C2 1.088
36 H 4.146 0.941 2.125  C6 1.092
37 H 3.071 -0.279 2.838  C6 1.089
38 H 3.549 -1.466 0.474  C7 1.083
39 H 3.814 0.157 -0.067  C7 1.090
40 H 0.720 -3.461 0.377  C10 1.086
41 H 2.217 -2.819 -0.209  C10 1.090
42 H 2.830 -3.843 1.893  C11 1.100
43 H -2.483 -1.818 0.311  C14 1.080
44 H -2.254 -2.853 2.242  C16 1.092
45 H -0.524 -2.964 2.174  C16 1.091
46 H -0.695 -5.062 0.831  C17 1.091
47 H -1.710 -5.156 2.260  C17 1.089
48 H -2.447 -4.842 0.702  C17 1.090
49 H -2.632 1.486 0.974  C19 1.086
50 H -2.955 -0.204 0.950  C19 1.086
51 H -2.106 1.174 -1.631  C20 1.085
52 H -3.128 -0.263 -1.428  C20 1.091
53 H -5.493 3.293 -0.120  C24 1.090
54 H -6.834 2.207 0.220  C24 1.088
55 H -6.188 2.749 2.437  C25 1.086
56 H -5.175 1.337 2.190  C25 1.090
57 H -4.495 2.953 2.014  C25 1.090
58 H 0.077 3.295 1.025  C27 1.084
59 H -1.533 2.723 0.711  C27 1.079
60 H -0.162 2.487 -1.669  N28 1.012
61 H 0.021 4.023 -1.134  N28 1.011
62 H 3.191 1.993 0.051  C30 1.086
63 H 2.434 2.556 1.528  C30 1.092
64 H 1.852 3.107 -0.048  C30 1.082
65 C -4.317 5.875 -2.074  C66 1.521, H69 1.094, H70 1.090, H71 1.090
66 C -3.704 5.907 -0.682  C65 1.521, C67 1.517, O68 1.437, H72 1.088
67 C -2.523 6.856 -0.598  C66 1.517, H73 1.096, H74 1.091, H75 1.089
68 O -3.308 4.578 -0.306  C66 1.437, H76 0.966
69 H -3.584 5.525 -2.806  C65 1.094
70 H -5.167 5.193 -2.102  C65 1.090
71 H -4.657 6.865 -2.379  C65 1.090
72 H -4.455 6.214 0.043  C66 1.088
73 H -1.734 6.540 -1.289  C67 1.096
74 H -2.111 6.862 0.412  C67 1.091
75 H -2.813 7.874 -0.854  C67 1.089
76 H -2.626 4.310 -0.936  O68 0.966
77 C 1.954 -5.115 -3.190  C78 1.520, H81 1.093, H82 1.089, H83 1.090
78 C 2.551 -5.372 -1.817  C77 1.520, C79 1.519, O80 1.434, H84 1.094
79 C 3.529 -6.534 -1.823  C78 1.519, H85 1.093, H86 1.090, H87 1.090
80 O 1.505 -5.587 -0.859  C78 1.434, H88 0.965
81 H 1.406 -5.997 -3.530  C77 1.093
82 H 1.237 -4.298 -3.121  C77 1.089
83 H 2.720 -4.875 -3.927  C77 1.090
84 H 3.065 -4.472 -1.467  C78 1.094
85 H 3.017 -7.450 -2.128  C79 1.093
86 H 3.945 -6.696 -0.829  C79 1.090
87 H 4.349 -6.354 -2.519  C79 1.090
88 H 1.012 -6.365 -1.149  O80 0.965
89 C -4.726 -0.323 -4.934  C90 1.522, H93 1.095, H94 1.090, H95 1.091
90 C -5.954 0.566 -4.804  C89 1.522, C91 1.522, O92 1.424, H96 1.091
91 C -5.612 2.029 -5.042  C90 1.522, H97 1.095, H98 1.090, H99 1.091
92 O -6.561 0.394 -3.528  C90 1.424, H100 0.963
93 H -3.979 -0.038 -4.186  C89 1.095
94 H -4.989 -1.367 -4.763  C89 1.090
95 H -4.272 -0.234 -5.922  C89 1.091
96 H -6.711 0.247 -5.523  C90 1.091
97 H -4.887 2.370 -4.296  C91 1.095
98 H -6.504 2.649 -4.949  C91 1.090
99 H -5.183 2.183 -6.033  C91 1.091
100 H -5.918 0.654 -2.860  O92 0.963
101 C 9.575 2.548 -0.240  C102 1.522, H105 1.094, H106 1.091, H107 1.091
102 C 10.430 1.855 0.811  C101 1.522, C103 1.521, O104 1.425, H108 1.091
103 C 11.381 0.848 0.183  C102 1.521, H109 1.094, H110 1.090, H111 1.091
104 O 9.609 1.228 1.793  C102 1.425, H112 0.965
105 H 8.960 1.813 -0.768  C101 1.094
106 H 8.906 3.271 0.230  C101 1.091
107 H 10.190 3.069 -0.974  C101 1.091
108 H 11.005 2.603 1.359  C102 1.091
109 H 10.816 0.067 -0.334  C103 1.094
110 H 11.989 0.369 0.950  C103 1.090
111 H 12.045 1.325 -0.539  C103 1.091
112 H 9.074 0.556 1.354  O104 0.965
113 C 0.165 -9.653 -1.609  C114 1.521, H117 1.093, H118 1.091, H119 1.090
114 C -0.783 -8.507 -1.925  C113 1.521, C115 1.519, O116 1.432, H120 1.094
115 C -2.223 -8.977 -2.041  C114 1.519, H121 1.093, H122 1.090, H123 1.090
116 O -0.372 -7.839 -3.124  C114 1.432, H124 0.964
117 H 0.140 -10.395 -2.411  C113 1.093
118 H 1.192 -9.295 -1.522  C113 1.091
119 H -0.108 -10.148 -0.677  C113 1.090
120 H -0.714 -7.749 -1.140  C114 1.094
121 H -2.318 -9.702 -2.853  C115 1.093
122 H -2.883 -8.139 -2.263  C115 1.090
123 H -2.560 -9.452 -1.119  C115 1.090
124 H -0.425 -8.480 -3.841  O116 0.964
125 C -4.249 5.268 3.268  C126 1.520, H129 1.094, H130 1.092, H131 1.092
126 C -3.858 6.736 3.332  C125 1.520, C127 1.520, O128 1.427, H132 1.092
127 C -4.259 7.378 4.650  C126 1.520, H133 1.093, H134 1.089, H135 1.091
128 O -4.420 7.448 2.230  C126 1.427, H136 0.964
129 H -5.335 5.161 3.352  C125 1.094
130 H -3.940 4.836 2.314  C125 1.092
131 H -3.789 4.703 4.081  C125 1.092
132 H -2.778 6.826 3.200  C126 1.092
133 H -5.344 7.335 4.776  C127 1.093
134 H -3.961 8.426 4.672  C127 1.089
135 H -3.798 6.868 5.497  C127 1.091
136 H -5.379 7.413 2.312  O128 0.964

Output
calculated total energy: -76407.8409 eV
total charge: +1
F_max: 0.88 eV/Å
HOMO level: -0.4177 Ha
HOMO-LUMO gap: 0.2829 Eh
LUMO: -0.1348 hartree



Entry from the Open Molecules 2025 dataset: an isolated ion of composition C2H7N3S2 and charge +2 at a distorted geometry (ωB97M-V with the def2-TZVPD basis set).

Bonds (Å) are listed after each position.
Positions of all 14 atoms, in Å:
1 C 0.675 0.555 1.175  N3 1.342, N4 1.248, H8 1.072
2 C -0.001 -0.854 -0.731  N3 1.339, N5 1.351, S7 1.837
3 N 0.123 0.270 -0.014  C1 1.342, C2 1.339, H9 1.048
4 N 0.660 1.697 1.680  C1 1.248, H10 1.015, H11 0.960
5 N 0.446 -2.087 -0.407  C2 1.351, H12 0.991, H13 1.005
6 S -2.093 0.887 -2.209  S7 2.035, H14 1.376
7 S -1.160 -0.920 -2.155  C2 1.837, S6 2.035
8 H 0.761 -0.326 1.779  C1 1.072
9 H -0.016 1.059 -0.690  N3 1.048
10 H 1.136 1.765 2.574  N4 1.015
11 H 0.565 2.492 1.150  N4 0.960
12 H 1.274 -2.118 0.137  N5 0.991
13 H 0.438 -2.781 -1.134  N5 1.005
14 H -2.807 0.361 -1.156  S6 1.376

Output
calculated total energy: -28309.9791 eV
total charge: +2
F_max: 4.52 eV/Å
structure (SMILES): [NH2+]=CNC(=[NH2+])SS
relative energy (zero: lowest compared OMol25 entry of this formula, charge and spin): 3.93 kcal/mol
HOMO level: -0.6712 Ha
HOMO-LUMO gap: 0.3047 Eh
LUMO: -0.3664 hartree